Entry 1
Computed, not measured: the molecule C3H6ClN, with ωB97M-V/def2-TZVPD.

Each line ends with the Löwdin charge.
Atoms and positions in Å:
C -1.1391 0.4356 0.3729  -0.618
C -0.0896 -0.0937 -0.3648  -0.502
C 0.9940 -0.8277 0.1494  -0.178
H -1.1495 1.5683 0.2077  0.113
H -1.0469 0.3544 1.4777  0.098
H -0.3558 -0.0534 -1.4755  0.163
H 1.5353 -1.5315 -0.4652  0.109
H 1.0021 -0.9591 1.3036  0.147
H 1.7621 0.7660 -0.9314  0.093
N 1.2014 0.5423 -0.1301  0.014
Cl -2.7140 -0.2013 -0.1443  0.561

Computed properties:
- SMILES: ClC[C@@H]1CN1
- HOMO energy: -9.7 eV
- Multiplicity: 1

Entry 2
Computed, not measured: a structure of composition C3H6ClN, with ωB97M-V/def2-TZVPD.

Each line ends with the Löwdin charge.
Atoms and positions in Å:
C 0.3870 -0.0313 -0.3507  -0.633
C -0.1224 0.8967 0.5239  -0.242
C -1.0480 0.4384 -0.6313  -0.547
H 0.8995 -2.2805 -0.4289  0.167
H 1.4346 -1.3653 1.2616  0.231
H 0.8694 0.6595 -1.1897  0.168
H -0.2700 0.7179 1.7732  0.175
H 0.4212 1.9364 0.5774  0.120
H -1.3345 0.7702 -1.5947  0.073
N 1.0940 -1.1552 -0.0434  -0.042
Cl -2.3307 -0.5868 0.1026  0.530

Computed properties:
- HOMO energy: -8.7 eV
- Multiplicity: 1

entry 1 takes first place; second place is 308.4 kJ/mol up.

Entry 1
Computed, not measured: the molecule C5H8OS2, with ωB97M-V/def2-TZVPD.

Each line ends with the Löwdin charge.
Atoms and positions in Å:
C -0.4093 0.5096 -1.5390  -0.573
C -0.7898 0.5181 -0.1302  -0.404
C -0.2434 -0.3355 1.7671  -0.144
C 1.0463 -0.1696 0.8708  -0.161
C 0.4078 -0.2956 -0.5168  -0.633
H 0.9840 1.6789 -3.0187  -0.138
H -0.8778 -0.1416 -2.2906  0.089
H -0.4782 1.4632 0.2437  0.117
H -0.3176 0.3620 2.5818  0.112
H -0.3148 -1.4099 2.1307  0.133
H 1.4842 0.8801 1.0448  0.141
H 1.8083 -0.8325 1.1158  0.072
H -1.0006 -2.0886 -0.0901  -0.111
O -1.4119 -0.1891 0.8952  -0.112
S 0.0098 2.1096 -2.2285  0.782
S 0.1031 -2.0590 -0.8362  0.828

Computed properties:
- SMILES: S[C@@H]1[C@H]2OCC[C@]12S
- HOMO energy: -9.0 eV
- Multiplicity: 1

Entry 2
Computed, not measured: the molecule C5H8OS2, with ωB97M-V/def2-TZVPD.

Each line ends with the Löwdin charge.
Atoms and positions in Å:
C -1.7251 -0.9381 -0.2155  -0.193
C 0.0885 0.3861 -0.8823  -0.202
C -0.2959 -0.9203 -0.8798  -1.172
C 1.1399 1.0369 1.4730  -0.092
C 0.0738 1.1955 0.3602  -0.246
O -2.0987 -0.3540 0.7141  0.080
S -0.3790 -1.6926 -2.6066  0.748
S 0.4779 -2.0451 0.2878  0.813
H -0.1393 0.8234 -1.9161  0.123
H 1.1295 -0.0206 1.6848  0.008
H 0.9161 1.5922 2.3979  0.082
H 2.0555 1.4252 1.1242  0.053
H -0.1062 2.2732 0.1293  0.119
H -0.9469 0.9277 0.8317  0.108
H 0.3106 -0.6985 -3.0837  -0.170
H -0.5008 -2.9910 0.5809  -0.060

Computed properties:
- HOMO energy (spin up / spin down): -8.4 / -8.4 eV
- Multiplicity: 1

entry 2 takes first place; second place is 17.1 kJ/mol up.

Entry 1
Computed, not measured: the molecule C5H11NOS, with ωB97M-V/def2-TZVPD.

Each line ends with the Löwdin charge.
Atoms and positions in Å:
C 0.5247 0.3707 -2.6955  -0.099
N 1.1254 -0.5875 -1.6140  -0.100
C 0.4494 -0.5156 -0.2954  -0.325
C -1.0632 0.0236 -0.2935  -0.237
C -1.5163 0.4303 1.1280  -0.527
S -0.7230 2.0415 1.5673  0.666
C 0.5748 -2.0179 0.0942  -0.237
O 1.5732 -2.4871 0.5362  0.080
H 0.9360 0.1279 -3.7063  0.075
H -0.5796 0.2512 -2.5715  0.053
H 0.6666 1.4943 -2.4528  0.092
H 2.1828 -0.4253 -1.5094  0.138
H 1.1351 0.1606 0.3016  0.137
H -1.7686 -0.7181 -0.7646  0.131
H -1.0397 0.9169 -0.8804  0.054
H -1.4321 -0.2079 2.0252  0.084
H -2.5388 0.4862 1.1103  0.026
H 0.1550 1.8700 2.6627  -0.111
H -0.4287 -2.3572 0.0911  0.103

Computed properties:
- SMILES: CN[C@H](C=O)CCS
- HOMO energy: -8.7 eV
- Multiplicity: 1

Entry 2
Computed, not measured: a cluster of 2 separate species, C5H11NOS in total, with ωB97M-V/def2-TZVPD.

Each line ends with the Löwdin charge.
Atoms and positions in Å:
C 0.4273 0.7314 -1.1359  0.030
C 1.6997 0.9852 -0.4096  -0.672
S 2.4197 -0.6016 0.2704  0.519
C -0.7730 0.7889 -0.3839  -0.365
N -1.6037 -0.4699 -0.3368  -0.181
C -2.8423 -0.4561 0.3434  -0.135
C -0.8390 -1.7364 -0.0114  -0.083
O -1.0840 1.7576 0.3791  0.050
H 0.5737 0.1454 -2.0604  0.130
H 0.8925 0.4443 2.7459  0.023
H 2.4366 1.5686 -1.0550  0.097
H 1.3168 1.6751 0.3271  0.043
H 1.6169 0.6436 2.8098  0.016
H -2.8517 -0.6733 1.5254  0.139
H -3.4363 -1.1751 -0.2732  0.098
H -3.3235 0.5281 0.1624  0.089
H -0.8094 -1.7170 1.0909  0.080
H -1.4551 -2.6472 -0.1926  0.087
H 0.1867 -1.8169 -0.4965  0.034

Computed properties:
- HOMO energy: -8.7 eV
- Multiplicity: 1

Entry 3
Computed, not measured: the molecule C5H11NOS, with ωB97M-V/def2-TZVPD.

Each line ends with the Löwdin charge.
Atoms and positions in Å:
C -0.5625 0.1556 -0.8741  -0.145
C -0.3670 -1.2435 -0.2861  -0.227
C 1.0776 -1.7873 -0.4484  -0.557
S 1.8476 -1.7465 -2.0956  0.705
C 0.3859 1.1692 -0.2620  -0.499
N 0.0900 1.6841 0.9775  0.025
C -1.1626 1.4295 1.6611  -0.097
O 1.4795 1.3665 -0.7529  0.041
H -0.4269 0.1499 -1.9519  0.104
H -1.5867 0.5296 -0.7308  0.112
H -0.4957 -1.2190 0.7933  0.096
H -1.0061 -1.9240 -0.8324  0.109
H 1.7439 -1.3329 0.2702  0.063
H 0.9806 -2.8626 -0.3039  0.056
H 1.6693 -0.4411 -2.3307  -0.161
H 0.8878 1.8851 1.5552  0.136
H -1.4482 0.3785 1.7146  0.069
H -1.1141 1.8254 2.6740  0.085
H -1.9925 1.9834 1.2229  0.084

Computed properties:
- SMILES: CNC(=O)CCCS
- HOMO energy: -8.8 eV
- Multiplicity: 1

Entry 4
Computed, not measured: a cluster of 2 separate species, C5H11NOS in total, with ωB97M-V/def2-TZVPD.

Each line ends with the Löwdin charge.
Atoms and positions in Å:
O 1.3114 0.3825 2.5469  -0.097
C 1.8266 0.4401 1.3949  -0.481
C 0.9220 0.8848 0.1968  -0.289
C -0.5104 1.1724 0.5727  -0.219
C -1.2409 0.9605 -0.6980  -0.356
S -1.0432 -0.2721 -1.8930  0.877
C -1.3459 -1.8636 -0.8541  -0.264
N 1.3212 -0.5259 0.3294  0.068
H 2.8850 0.7133 1.3111  0.132
H 1.3550 1.5057 -0.5810  0.133
H -0.6585 2.1293 1.0623  0.129
H -0.7861 0.3883 1.2939  0.121
H -1.7082 1.8377 -1.1439  0.061
H 0.2146 -2.1477 2.5419  0.010
H -1.9757 -1.4152 -0.0947  0.028
H -0.3859 -2.1797 -0.4754  0.009
H -1.8542 -2.5177 -1.5524  0.026
H -0.3871 -2.4855 2.8036  0.022
H 1.9721 -0.7354 -0.4254  0.090

Computed properties:
- HOMO energy: -7.3 eV
- Multiplicity: 1

entry 3 takes first place; second place is 256.6 kJ/mol up.

Entry 1
Computed, not measured: the molecule C5H11NOS, with ωB97M-V/def2-TZVPD.

Each line ends with the Löwdin charge.
Atoms and positions in Å:
C -0.0426 0.0554 1.1237  -0.139
C -0.6678 -0.6179 -0.0546  -0.301
C -2.1182 -0.9892 -0.0807  -0.658
S -3.2187 -0.9417 -1.4408  0.732
C 1.3718 -0.3675 0.9842  -0.530
N 2.1980 0.2990 0.0385  -0.018
C 1.8970 1.4525 -0.8073  -0.128
O 1.9485 -1.2356 1.5812  0.064
H -0.3238 1.1336 1.2186  0.129
H -0.3360 -0.2136 2.1845  0.146
H -0.4073 -0.0491 -1.0641  0.136
H -0.2123 -1.6006 -0.3847  0.135
H -2.2328 -2.1268 0.1909  0.098
H -2.5121 -0.3685 0.7696  0.089
H -3.8890 0.1453 -1.2236  -0.179
H 3.1668 -0.1290 -0.1106  0.167
H 1.2753 2.2258 -0.2216  0.097
H 2.6587 2.2604 -0.9453  0.080
H 1.4444 1.0676 -1.7582  0.081

Computed properties:
- SMILES: CNC(=O)CCCS
- HOMO energy: -9.2 eV
- Multiplicity: 1

Entry 2
Computed, not measured: the molecule C5H11NOS, with ωB97M-V/def2-TZVPD.

Each line ends with the Löwdin charge.
Atoms and positions in Å:
C -1.2129 -0.7809 2.2366  -0.057
C 1.2795 0.6322 1.0658  -0.625
C -0.2492 -0.2385 -0.8715  -0.330
C 1.0044 -0.5515 -1.7725  -0.106
C -0.7908 1.0943 -1.4218  -0.057
H -2.0669 -0.5239 2.7850  0.072
H -0.3169 -0.9342 2.8538  0.066
H -1.1779 -1.9066 1.8034  0.133
H 2.1090 0.5769 0.3005  0.082
H -0.7741 -1.1908 -0.8701  0.130
H 1.6291 0.3066 -1.9108  0.031
H 1.6806 -1.3425 -1.1496  0.125
H 0.5246 -1.0314 -2.7465  0.120
H -1.4381 1.6986 -0.7563  0.072
H -1.3331 0.7759 -2.3800  0.098
H 0.3394 1.7395 -1.5846  0.162
N 0.2144 -0.0362 0.6281  -0.239
O -0.8418 0.1861 1.2748  -0.225
S 1.4207 1.5266 2.5156  0.548

Computed properties:
- SMILES: CON(C=S)C(C)C
- HOMO energy: -8.2 eV
- Multiplicity: 1

Entry 3
Computed, not measured: a cluster of 2 separate species, C5H11NOS in total, with ωB97M-V/def2-TZVPD.

Each line ends with the Löwdin charge.
Atoms and positions in Å:
C -0.6409 0.7922 -1.5487  -0.412
C -0.9437 2.0828 -2.2248  -0.053
C -0.2595 -1.2351 2.1382  -0.089
C 1.0277 -0.7128 1.5251  -0.505
C 1.0361 -1.4627 0.2036  -0.541
N -1.1078 0.0731 -0.6995  0.154
O 0.9669 0.6833 1.2540  -0.115
S 2.0760 -0.8409 -0.8987  0.817
H 0.3900 0.5531 -1.9291  0.051
H -0.2580 2.7635 -2.5913  0.055
H -1.5717 1.8734 -3.0664  0.080
H -1.5032 2.5087 -1.4465  0.062
H -0.4642 -1.1389 3.3078  0.127
H -0.1413 -2.2758 1.9685  0.048
H -1.0704 -0.8696 1.5190  0.051
H 1.8278 -0.9066 2.3282  0.170
H 0.6651 -2.4204 0.1470  0.036
H 0.1446 0.8616 0.8168  0.039
H 2.0381 0.4218 -0.1024  0.025

Computed properties:
- HOMO energy (spin up / spin down): -8.7 / -7.1 eV
- Multiplicity: 1

entry 1 takes first place; second place is 282.0 kJ/mol up.

Entry 1
Computed, not measured: the molecule C6H10OS, with ωB97M-V/def2-TZVPD.

Each line ends with the Löwdin charge.
Atoms and positions in Å:
C -1.3709 -2.5786 -1.2847  -0.423
C -0.4909 -0.1207 -0.5417  -0.394
C 0.0795 0.8809 0.1490  -0.319
C -0.6481 2.2007 0.2299  -0.228
C 1.3372 0.8173 0.9100  -0.145
C 2.3964 0.0555 0.6406  0.001
H -2.1135 -2.5581 -0.4791  0.040
H -1.7958 -2.1302 -2.1936  0.041
H -1.1260 -3.6178 -1.5097  0.031
H -1.4720 0.0629 -1.0379  0.089
H -0.0226 3.0165 -0.1350  0.125
H -1.5457 2.1670 -0.3881  0.110
H -1.4838 1.8764 1.9669  0.085
H 1.3922 1.4977 1.8029  0.123
H 3.2638 0.0902 1.2586  0.046
H 2.4641 -0.5840 -0.2340  0.029
O -0.9449 2.5666 1.5820  -0.064
S 0.1362 -1.7428 -0.7704  0.854

Computed properties:
- SMILES: C=C/C(=C\SC)CO
- HOMO energy: -8.2 eV
- Multiplicity: 1

Entry 2
Computed, not measured: a structure of composition C6H10OS, with ωB97M-V/def2-TZVPD.

Each line ends with the Löwdin charge.
Atoms and positions in Å:
C 0.8595 -0.2882 0.1095  -0.690
C 1.1039 0.9141 -0.6359  -0.192
C -0.1864 1.7440 -0.4932  -0.173
C -0.8139 0.8531 0.4895  -0.636
C 0.1445 0.1107 1.3925  -0.108
C -0.1566 -1.3038 -0.5618  -0.410
H 3.1306 -0.3401 -0.3351  0.287
H 2.1946 1.2407 -0.3052  0.148
H 1.3106 0.5179 -1.6705  0.137
H -0.6994 2.3470 -1.3702  0.160
H 0.3138 2.6191 0.1249  0.143
H -1.6437 1.4390 1.0254  0.134
H -0.3327 -0.4384 2.1330  0.104
H 0.6195 0.9071 1.8936  0.114
H 0.1217 -1.5541 -1.5875  0.087
H -0.2544 -2.2739 0.1207  0.119
O 2.0971 -0.9330 0.1641  -0.117
S -1.7027 -0.5737 -0.1966  0.892

Computed properties:
- HOMO energy: -8.3 eV
- Multiplicity: 1

entry 1 takes first place; second place is 279.8 kJ/mol up.

Entry 1
Computed, not measured: the molecule C6H10OS, with ωB97M-V/def2-TZVPD.

Each line ends with the Löwdin charge.
Atoms and positions in Å:
C -2.4061 2.0279 -2.1349  -0.097
C -1.4736 1.2190 -1.2459  -0.118
C -1.6353 -0.0842 -0.9317  -0.066
C -0.6928 -0.9226 -0.1116  -0.371
C -0.1106 -2.0899 -0.8304  -0.037
C 1.0409 -0.3360 1.4074  -0.757
H -3.1072 2.6563 -1.5671  0.071
H -1.8828 2.6699 -2.8646  0.074
H -3.0774 1.3523 -2.7016  0.074
H -0.5464 1.6304 -0.8830  0.097
H -2.5111 -0.6291 -1.2513  0.109
H -1.1664 -1.1497 0.8480  0.140
H 0.5592 -1.7112 -1.5984  0.097
H -0.9381 -2.6742 -1.2732  0.096
H 0.5075 -2.7548 -0.1921  0.096
H 0.5124 -1.0553 2.0620  0.076
O 0.4375 -0.0377 0.2476  -0.152
S 2.4885 0.1927 1.9078  0.668

Computed properties:
- SMILES: C/C=C/[C@@H](C)OC=S
- HOMO energy: -8.7 eV
- Multiplicity: 1

Entry 2
Computed, not measured: a cluster of 2 separate species, C6H10OS in total, with ωB97M-V/def2-TZVPD.

Each line ends with the Löwdin charge.
Atoms and positions in Å:
C -0.3414 -2.0104 -3.2570  -0.032
C 0.4870 0.1346 4.1102  -0.016
C -0.0390 -1.0320 -2.4369  -0.602
C 0.0006 1.0634 3.3644  -0.202
C -0.2950 0.3961 -2.5937  -0.124
C -0.5870 1.9292 2.5652  0.008
O 1.0180 -0.1517 0.1055  -0.543
S 1.1933 -1.3898 -1.0209  0.861
H -0.0762 -2.9878 -2.9240  0.045
H -0.9128 -1.8101 -4.1516  0.069
H 0.0359 -0.8560 3.9762  0.074
H 1.1567 0.3349 4.9072  0.048
H -0.8981 0.3938 -3.4891  0.075
H 0.6830 0.9309 -2.7724  0.115
H -0.8817 0.8521 -1.9018  0.040
H 0.8977 -0.4659 1.0871  0.073
H 0.0266 2.2975 1.6571  0.099
H -1.4678 2.3712 2.7747  0.009

Computed properties:
- SMILES: C=C(C)SO.C=C=C
- HOMO energy: -8.3 eV
- Multiplicity: 1

entry 1 takes first place; second place is 274.9 kJ/mol up.